22
Properties=species:S:1:pos:R:3:forces:R:3 method="wB97M-V/def2-TZVPD" de_lowest_kj_mol=187.3 spin_multiplicity=2 fmax_ev_per_a=4.540 e_tot_ha=-2009.772234 lumo_ev="-9.3 / -9.2" charge=+2
Yb -1.8745 -1.0072 0.8406 -2.0 -0.4 2.5
O -2.5455 2.0983 -2.9574 0.9 0.1 1.9
O -2.5169 -2.2302 -1.8730 1.1 2.1 0.6
O 0.1081 -1.7817 0.1634 1.2 0.7 1.1
O -0.0310 -0.5033 2.0056 1.0 -0.6 -0.8
O -0.0297 -1.0794 -2.7992 -1.4 2.4 2.0
O 0.7435 1.0159 -0.8232 -2.7 -0.1 -1.1
O -2.2420 1.1970 0.1987 1.6 1.5 -2.6
N 2.3912 -0.1511 2.3892 0.8 -0.1 0.1
C 0.6598 -1.1044 1.0896 -1.2 -0.4 -0.3
C 2.1460 -0.9173 1.1314 0.0 0.0 0.1
C -1.6361 1.5926 -0.8397 -0.7 -3.3 2.2
C -0.7283 -0.4324 -2.0439 1.4 -3.2 -2.9
C -1.9822 -1.2617 -1.4415 -1.0 -1.7 -2.4
C -0.3903 0.8248 -1.2591 2.8 0.3 1.4
C -2.2085 2.4670 -1.8485 -1.4 1.7 -1.3
H -2.2874 3.4551 -1.3844 -0.5 0.8 -0.8
H 2.4661 -0.3410 0.2599 0.0 -0.2 0.1
H 1.4393 0.0802 2.7689 0.5 0.0 0.0
H 2.9145 -0.7315 3.0537 -0.1 0.3 0.1
H 2.9447 0.6897 2.2082 -0.1 0.0 0.2
H 2.6590 -1.8795 1.1608 0.0 0.1 -0.1

=====

15
Properties=species:S:1:pos:R:3:forces:R:3 method="wB97M-V/def2-TZVPD" de_lowest_kj_mol=556.2 spin_multiplicity=1 fmax_ev_per_a=3.990 e_tot_ha=-420.576882 lumo_ev="-1.5 / -1.5"
O 0.8013 -1.5830 -1.2774 1.4 3.4 1.5
O 2.7752 -1.7157 1.6539 -0.2 0.7 0.0
C 1.5183 0.3346 1.1293 -0.6 0.9 -0.4
C 0.4981 2.3707 1.0819 0.1 -0.2 0.2
C 1.3428 1.6057 1.8187 0.2 0.0 0.3
C 0.7047 0.4952 -0.0308 0.1 -3.0 -1.6
C -0.3815 -2.2233 -1.2007 -1.3 -0.4 0.3
C 2.2034 -0.7502 1.4151 0.7 -1.4 0.2
C 0.0702 1.6596 -0.1070 -0.1 0.0 -0.3
H -0.2160 -3.2348 -1.6110 0.0 0.0 0.0
H 1.8387 1.8581 2.7359 0.0 0.1 0.2
H -1.1732 -1.7488 -1.8040 0.0 -0.1 0.1
H -0.5917 2.0429 -0.8507 -0.2 0.0 -0.3
H 0.1509 3.3587 1.3237 0.0 0.2 0.1
H -0.7339 -2.3613 -0.1623 -0.1 0.0 -0.2

=====

16
Properties=species:S:1:pos:R:3:forces:R:3 method="wB97M-V/def2-TZVPD" de_lowest_kj_mol=633.6 spin_multiplicity=1 fmax_ev_per_a=4.387 e_tot_ha=-495.820629 lumo_ev="0.3 / -1.0"
O 5.1369 -2.2710 0.2400 -1.9 3.1 0.3
O 4.9023 2.1233 -0.3281 0.6 0.3 -0.4
O 1.4895 1.1650 -0.1411 1.5 0.5 -0.2
C 0.3135 -0.9839 0.5219 -1.8 2.4 -1.1
C 4.4677 -1.2592 0.2267 1.9 -3.9 -0.3
C 4.0380 1.3139 -0.2848 -0.2 0.4 0.7
C -0.8145 1.1398 0.0051 -2.8 2.0 -0.6
C 0.4235 0.4723 0.1138 0.4 -2.6 -0.4
C 2.7793 0.8425 -0.1742 -0.1 -1.4 0.2
C 3.7819 -0.1974 0.0456 -1.2 1.4 -0.3
H 0.7943 -1.6763 -0.0952 0.8 -1.1 -0.9
H 0.6656 -0.9484 1.4770 1.4 -0.8 2.9
H -1.5286 0.6137 -0.7385 0.9 0.7 1.5
H -0.7239 2.1869 -0.3222 0.2 -0.3 -0.1
H -0.7777 -1.1656 0.6233 0.8 -0.2 -0.4
H -1.2317 1.2486 1.0401 -0.4 -0.4 -0.8

=====

16
Properties=species:S:1:pos:R:3:forces:R:3 method="wB97M-V/def2-TZVPD" de_lowest_kj_mol=134.5 spin_multiplicity=1 fmax_ev_per_a=4.280 e_tot_ha=-496.010709 smiles="O=Cc1ccc(O)cc1O" lumo_ev=-0.2
O -1.2644 1.4333 1.5375 0.7 -0.6 -0.8
O 0.8334 1.2768 2.7558 0.7 0.6 0.0
O -1.5139 -1.2882 -2.4349 -1.0 2.2 -0.6
C -1.4704 0.0394 -0.5218 1.6 2.8 1.8
C -0.7165 0.7215 0.5886 0.7 -3.0 -3.0
C 0.5783 -1.1173 -1.3169 1.3 0.8 -1.0
C 0.7480 0.3768 0.6624 -2.6 -1.5 -3.0
C 1.4259 0.7833 1.7812 2.1 -0.6 1.9
C -0.7324 -0.6679 -1.5200 -1.9 -0.9 3.0
C 1.3055 -0.5831 -0.2802 1.4 0.2 0.8
H 2.5415 0.5271 1.8471 -1.2 0.5 0.0
H -2.2625 -0.6206 -2.3930 0.5 -1.8 -0.9
H -2.5812 0.3068 -0.5482 1.6 -0.7 -0.3
H -0.4117 1.4395 2.1442 -0.8 0.8 1.2
H 2.4158 -0.9739 -0.1641 -2.4 1.2 0.0
H 1.1046 -1.6535 -2.1376 -0.7 0.1 0.9

=====

20
Properties=species:S:1:pos:R:3:forces:R:3 method="wB97M-V/def2-TZVPD" de_lowest_kj_mol=50.5 spin_multiplicity=5 fmax_ev_per_a=9.567 e_tot_ha=-1153.839777 lumo_ev="-12.2 / -17.8" charge=+3
Rh -0.2846 -0.0173 -1.4754 -0.6 -0.1 1.5
S -0.2819 -0.0536 1.2331 0.6 0.2 1.7
O 2.2277 1.9506 -1.3212 -3.2 -2.3 -0.3
O 1.6909 -2.5327 -1.3143 -3.3 4.1 -0.2
O -2.7868 -1.9905 -1.3106 2.7 2.1 -0.1
O -2.2413 2.4939 -1.3117 2.0 -2.6 -0.1
O -0.2700 -0.0199 -4.5356 0.0 0.0 4.9
C -0.8325 0.0086 2.9363 -0.7 0.0 -0.2
C -1.8900 -1.2876 -1.3163 -5.0 -4.2 0.4
C 1.3156 1.2588 -1.3539 5.5 4.3 0.4
C -0.2722 -0.0212 -3.3816 0.1 0.0 -9.6
C 0.9743 -1.6236 -1.3206 5.1 -6.5 0.4
C -1.5392 1.5974 -1.3134 -3.8 5.1 0.4
C 1.5004 0.0362 1.4697 -0.2 -0.4 -0.1
H -0.4943 -0.9363 3.3880 0.0 0.1 0.1
H -1.9261 0.0949 2.9442 0.2 -0.1 0.1
H 1.7535 1.1019 1.6012 0.1 -0.2 0.1
H -0.3477 0.8832 3.3938 0.0 -0.1 0.1
H 1.6771 -0.5466 2.3864 0.3 0.3 -0.2
H 2.0269 -0.3963 0.6020 -0.1 0.2 0.6

=====

14
Properties=species:S:1:pos:R:3:forces:R:3 method="wB97M-V/def2-TZVPD" de_lowest_kj_mol=438.7 spin_multiplicity=1 fmax_ev_per_a=10.276 e_tot_ha=-668.332104 smiles="C#CC1(S)C=CC=C1" lumo_ev=0.1
S 1.5070 -1.8909 -0.0371 1.4 1.6 1.2
C -1.5922 -0.2683 0.7896 -3.6 -0.8 0.8
C -0.5169 -0.5871 -1.1371 -1.4 1.5 -2.4
C 1.4991 2.1138 -0.0779 1.2 -4.8 -2.3
C 0.5251 -0.3051 -0.1075 -2.1 -4.5 0.1
C -0.3064 -0.2194 1.1001 0.6 1.1 3.0
C 1.2107 0.8590 -0.2666 3.0 9.8 0.7
C -1.8013 -0.4708 -0.6605 1.8 1.0 -2.3
H -0.1818 -0.4623 -2.1920 -0.6 -0.6 0.8
H 2.2533 2.9497 -0.3799 -2.0 -1.7 0.9
H -2.5208 -0.3418 1.4518 1.8 0.5 -0.5
H -2.6649 -0.1918 -1.4242 1.6 -1.2 2.3
H 2.4001 -1.2410 0.8529 -0.8 -1.2 -0.9
H 0.1890 0.0559 2.0885 -1.0 -0.8 -1.4

=====

19
Properties=species:S:1:pos:R:3:forces:R:3 method="wB97M-V/def2-TZVPD" spin_multiplicity=1 fmax_ev_per_a=3.859 e_tot_ha=-645.864437 lumo_ev="-1.3 / -1.0"
F -1.2245 2.4375 -0.9704 0.3 -1.1 0.5
F 3.4045 -0.0349 0.4748 -1.1 -0.5 -0.7
O -0.7006 -1.7469 -0.2820 -2.1 -0.7 1.6
O -2.8436 -1.8510 0.8822 1.0 -2.0 0.1
C 1.6267 -1.1372 -0.6739 -0.5 0.7 0.6
C -2.0782 0.3910 -0.1096 0.4 -0.7 -0.5
C -1.1217 1.2796 -0.2207 -0.3 1.4 0.6
C 0.0170 1.2645 0.7904 -1.8 -2.1 -0.2
C 2.1052 -0.1074 -0.0183 0.4 0.6 0.8
C 0.2503 -1.3180 -1.2004 0.1 0.1 -1.6
C 1.4094 1.2466 0.3162 3.2 -2.0 0.9
B -1.9083 -1.1218 0.2111 1.3 -0.5 -1.1
H 0.2949 -2.0008 -2.1082 -0.3 0.5 1.1
H -2.5935 -2.8312 1.0024 -0.4 2.3 -0.4
H 1.7319 1.8230 -0.5244 -0.5 1.1 -0.4
H 1.9990 1.5749 1.2184 -0.2 -0.1 -1.1
H -0.0184 2.1726 1.3434 -0.8 0.6 0.8
H -0.2244 0.3174 1.4543 0.8 2.2 -1.0
H -0.1258 -0.3576 -1.5855 0.5 0.1 -0.3

=====

22
Properties=species:S:1:pos:R:3:forces:R:3 method="wB97M-V/def2-TZVPD" spin_multiplicity=1 fmax_ev_per_a=9.670 e_tot_ha=-1411.442536 lumo_ev=-8.6 charge=+2
Ba 0.4268 3.6842 -2.4626 4.2 6.0 -6.3
S -2.0033 3.0210 -1.8916 -2.0 -1.3 1.4
P -0.8338 2.4134 -0.4586 -5.0 -0.8 5.6
O 1.5624 -0.2357 -1.6143 -2.4 3.2 0.7
O 0.7993 2.0694 -0.9427 -1.2 -3.9 1.9
O 0.3629 1.0454 -3.0959 2.7 1.4 6.7
O -0.7258 3.7453 0.6627 1.2 -4.1 -2.2
O -1.5777 1.1558 0.3838 3.3 2.5 -1.4
C 0.8804 0.9594 -1.8992 -0.8 -4.5 -5.6
C 0.8825 -1.0033 -0.5971 -1.8 -3.0 5.2
C 1.1277 -2.0401 1.9384 -2.0 0.3 -3.3
C 1.6609 -1.2142 0.7485 -2.1 -0.9 -0.1
C -0.2643 -2.7214 1.8010 1.7 2.4 -2.9
C -1.0488 -2.4998 0.4879 2.5 0.9 0.4
C -0.5097 -1.6646 -0.7299 2.1 -0.1 2.7
H 1.7699 -2.1583 2.8845 -1.1 0.2 -1.8
H -0.9414 0.7834 1.0510 -0.6 -0.3 -0.4
H -1.1202 -1.5585 -1.6829 0.9 -0.3 1.5
H -0.3931 3.3179 1.4907 -0.1 0.9 -0.1
H 2.6902 -0.7314 0.8652 -1.6 -0.8 -0.3
H -2.0743 -3.0094 0.4040 1.8 1.0 -0.1
H -0.6705 -3.3585 2.6571 0.5 1.0 -1.5

=====

18
Properties=species:S:1:pos:R:3:forces:R:3 method="wB97M-V/def2-TZVPD" spin_multiplicity=1 fmax_ev_per_a=3.480 e_tot_ha=-3442.718537 lumo_ev="0.6 / -0.5"
Br -1.5062 -2.1860 -0.2329 -0.2 -0.5 -0.1
S 2.1240 0.0708 -1.3789 -0.4 0.1 1.1
F -0.6186 1.7808 0.4164 -0.1 0.0 1.2
F -1.3249 1.8838 -1.5418 -1.3 0.1 -0.8
C 0.9212 -0.7570 -0.3582 0.8 0.3 -1.3
C 1.4561 -1.0704 0.8912 -2.9 -0.4 -1.9
C -1.5543 1.2953 -0.3800 1.0 -1.6 0.4
C -2.8495 0.8010 0.1621 -2.3 0.3 0.4
C -0.2962 -0.9968 -0.9786 -0.2 1.2 0.2
C 3.1865 0.1123 -0.0479 2.4 -0.3 0.9
C 2.7425 -0.6316 1.0243 0.4 0.2 1.4
H 4.2327 0.5143 -0.0436 -1.3 -0.3 -0.5
H 3.1874 -0.8839 1.9930 0.7 0.7 -0.6
H -2.7928 -0.1086 0.9482 0.2 2.3 -2.0
H -3.5031 1.6366 0.6026 1.2 -0.8 0.1
H 0.7030 -1.5518 1.5052 0.9 -0.2 0.8
H -0.5265 -0.4687 -1.9021 -0.2 -0.7 0.1
H -3.5814 0.5600 -0.6789 1.5 -0.4 0.8

=====

19
Properties=species:S:1:pos:R:3:forces:R:3 method="wB97M-V/def2-TZVPD" spin_multiplicity=1 fmax_ev_per_a=3.963 e_tot_ha=-3448.244282 lumo_ev="2.7 / 2.7" charge=-1
Br 3.0539 -1.8410 0.3799 -1.4 -1.5 1.0
S 2.7073 1.3971 -0.1038 -1.1 1.2 -1.3
O 2.3596 2.3909 -1.1726 0.6 -0.6 -0.3
O 2.9272 2.1219 1.1500 0.1 -0.3 1.3
N 4.2919 -0.9285 -0.3553 1.4 1.3 -0.9
C -1.5171 -0.4600 0.0764 -0.3 1.0 0.7
C 0.1748 0.9027 1.1300 -0.7 -2.5 -2.1
C 0.9863 0.6264 0.0152 1.0 0.8 0.8
C -2.9636 -0.9498 0.0197 0.0 -1.0 0.6
C -1.0646 0.2803 1.2188 1.2 -1.1 -3.6
C 0.5897 -0.0986 -1.0848 0.2 0.8 -0.7
C -0.7238 -0.5390 -1.0762 -0.4 -1.2 -0.7
H 0.5856 1.4386 1.8933 1.1 1.5 2.0
H -3.2314 -1.8209 0.7627 0.5 2.0 -0.9
H -1.6946 0.2171 2.0315 -1.1 0.5 2.0
H 1.2701 -0.1453 -2.0007 -1.0 -0.1 1.4
H -2.9668 -1.4894 -0.9269 -0.8 0.3 -0.3
H -1.0899 -1.0356 -2.0144 0.0 0.4 1.1
H -3.6947 -0.0670 0.0570 0.8 -1.6 0.0